Entry 1:
Formula: C33H60F5N3O8PS3
Source: OMol25
Level of theory: ωB97M-V/def2-TZVPD

Multiplicity = 1
Energy = -111419.5691 eV
HOMO level = -10.7 eV
Total charge = +1

Each line ends with the Mulliken charge.
Geometry (Å):
C -1.64439 8.49928 -0.36844  -0.9217
C -2.16058 7.75567 -1.60467  -0.3953
O -1.50123 6.49691 -1.78999  -0.3767
C -2.29675 5.42369 -1.36820  -1.6127
C -1.52627 4.12627 -1.54472  1.2663
C -2.54281 2.98144 -1.54715  -2.0755
N -1.99880 1.63321 -1.39978  -0.1342
C -0.71494 1.50899 -0.68247  1.6551
C -0.76447 0.14796 0.07380  -2.2741
C 0.55923 -0.47458 0.46400  1.0683
C 0.83489 -1.76267 -0.01720  -0.7419
C 2.00998 -2.43684 0.31174  -0.9917
C 2.95137 -1.82447 1.13050  -0.8914
C 2.69971 -0.53867 1.62546  0.4049
C 3.71128 0.09562 2.54993  -1.8610
C 1.51436 0.12230 1.29403  0.5991
P 0.57736 1.25375 -2.03316  0.3214
O 0.35003 -0.05491 -2.64393  -0.7597
O 2.02913 1.53925 -1.47669  -0.0019
O 0.39216 2.39693 -3.15593  -0.1757
C -0.38275 2.69006 0.22756  -3.0926
S -1.14204 2.79458 1.88654  1.9046
O -0.71410 1.71883 2.71943  -0.6637
O -0.80650 4.10021 2.38730  -0.7611
C -2.99726 2.73781 1.84368  0.5977
F -3.47800 1.74344 1.12133  -0.2250
F -3.41500 3.92314 1.37669  -0.2715
C -3.56299 2.59377 3.29777  0.6957
F -3.31435 1.40969 3.78872  -0.1826
F -4.88071 2.71283 3.15348  -0.2486
F -3.14696 3.55395 4.07885  -0.1966
N -0.51994 4.03626 -0.42228  1.0244
C 0.84458 4.52229 -0.85401  -0.5092
C 1.44437 5.47536 0.17933  -0.2309
C 2.90009 5.76539 -0.17012  -0.9727
S 3.16471 5.97602 -1.95220  -0.2115
C 4.23349 4.55251 -2.24577  -0.2276
S 5.66288 4.48910 -1.48450  -0.1237
N 3.68985 3.59354 -3.09285  0.9135
C 3.56833 4.11683 -4.48371  -0.9388
C 2.13793 4.15414 -5.00705  -0.4677
C 4.42849 2.31381 -3.06636  -1.5829
C 3.67687 1.22684 -3.85970  -1.0283
H -1.37637 9.52298 -0.60320  0.3309
H -2.39830 8.51552 0.41259  0.3189
H -0.77484 7.98040 0.02690  0.1573
H -2.07427 8.35098 -2.50682  0.4566
H -3.22892 7.59464 -1.46356  0.3319
H -3.19621 5.33612 -1.98629  0.5003
H -2.65112 5.54210 -0.33604  0.5089
H -1.05895 4.19668 -2.51837  0.0878
H -3.32565 3.20426 -0.82380  0.3437
H -3.03296 3.02528 -2.51497  0.6125
H -1.86600 1.24437 -2.32366  0.5470
H -1.22034 -0.51142 -0.65614  0.4438
H -1.47019 0.20272 0.89704  0.5297
H 0.10010 -2.24862 -0.64243  0.5010
H 2.14422 -3.42652 -0.09429  0.5294
H 3.84761 -2.36603 1.39131  0.5019
H 3.49231 -0.24419 3.56206  0.3561
H 4.70784 -0.26906 2.32791  0.4283
H 3.67241 1.17946 2.51952  0.3402
H 1.35410 1.10874 1.70231  0.4289
H 2.57889 2.01761 -2.12216  -0.0340
H -0.23873 2.06089 -3.80493  0.3946
H 0.67658 2.59158 0.46021  0.9094
H -0.82803 4.72495 0.27358  0.8992
H 1.49151 3.67720 -1.06158  -0.4362
H 0.76139 5.08558 -1.77257  0.8271
H 1.37442 5.05916 1.18359  0.3230
H 0.86624 6.39494 0.09729  -0.1508
H 3.22789 6.67300 0.32499  0.6087
H 3.56890 4.97796 0.16195  0.4052
H 3.96596 5.12886 -4.52481  0.5759
H 4.17335 3.52920 -5.16764  0.3752
H 1.42581 4.38978 -4.22114  -0.2331
H 1.83053 3.22562 -5.48182  0.2860
H 2.04364 4.93637 -5.75689  0.4608
H 4.48274 2.00776 -2.02633  0.6319
H 5.42984 2.42065 -3.47387  0.5852
H 4.22910 0.99707 -4.76759  0.4288
H 2.67940 1.52360 -4.17233  0.2559
H 3.66261 0.29963 -3.29643  0.3101
C -0.56808 -4.26638 3.87824  -1.2095
C -0.24306 -4.78163 2.48605  0.3884
O 1.02017 -5.40814 2.38391  -0.3523
C 1.21201 -6.55517 3.19648  -0.5374
C 0.24356 -7.68743 2.90411  -0.8732
H 0.22416 -3.60597 4.23460  0.2937
H -1.50817 -3.71335 3.86503  0.3946
H -0.67100 -5.07843 4.59894  0.3438
H -0.20728 -3.93877 1.79352  -0.1734
H -1.03446 -5.45053 2.12794  0.1689
H 1.17822 -6.28162 4.25710  0.3073
H 2.23023 -6.88660 2.99211  0.3290
H -0.78536 -7.42115 3.14905  0.2071
H 0.50379 -8.56703 3.49255  0.4588
H 0.27073 -7.95349 1.84687  0.2795
C -2.27633 -11.90293 0.45245  -1.0621
C -2.52666 -11.36104 1.84953  -0.3236
O -2.58363 -9.94762 1.91664  -0.3968
C -3.60018 -9.32845 1.15247  -0.2508
C -5.00812 -9.74158 1.54710  -1.0996
H -1.37596 -11.45834 0.02618  0.2848
H -2.15101 -12.98521 0.48672  0.3985
H -3.10495 -11.68611 -0.22340  0.2630
H -1.70220 -11.64986 2.50147  0.3402
H -3.43407 -11.80202 2.27702  0.2954
H -3.43389 -9.49866 0.08246  0.3179
H -3.47833 -8.25767 1.32176  0.2591
H -5.19618 -10.79599 1.34071  0.2670
H -5.74146 -9.15960 0.98810  0.3964
H -5.16922 -9.57861 2.61348  0.3046



Entry 2:
Formula: C18H30F4K2N2O26S4
Source: OMol25
Level of theory: ωB97M-V/def2-TZVPD

Multiplicity = 1
Energy = -162227.6164 eV
HOMO level = -9.2 eV
Total charge = 0

Each line ends with the Mulliken charge.
Geometry (Å):
K 7.75744 9.93931 5.37851  1.0025
K 7.80213 6.27633 5.70560  0.9698
N 7.45670 8.03829 3.63556  -0.0303
S 8.33313 8.18934 2.36556  0.5208
O 8.07116 9.33547 1.52592  -0.5026
O 8.86345 7.00918 1.75056  -0.4867
F 9.62771 8.74407 3.15542  -0.2757
S 6.13235 7.37706 2.75927  0.5587
O 6.17297 5.96161 2.63202  -0.1208
O 5.48354 8.14745 1.74998  -0.5131
F 5.17431 7.62860 3.98939  -0.2766
N 4.89150 2.38885 4.62887  -0.6007
S 6.10543 2.62704 3.69427  1.1882
O 7.12124 3.60531 4.02859  -0.4289
O 5.81862 2.41773 2.30761  -0.5543
F 6.93894 1.28886 4.07190  -0.3530
S 4.28687 3.95253 4.45826  1.0699
O 3.81418 4.38020 3.16584  -0.4751
O 4.86104 4.89881 5.34491  -0.5288
F 2.89695 3.57261 5.16285  -0.3103
C 5.87624 8.33176 -1.83830  -0.0065
C 6.12091 9.78837 -2.23952  -0.2656
O 7.51450 9.85102 -2.47722  -0.3645
C 8.09754 8.82118 -1.84656  0.6182
O 9.27800 8.63722 -1.76435  -0.5834
O 7.18965 7.94873 -1.42221  -0.1699
H 5.64559 7.71199 -2.70454  0.3009
H 5.14766 8.20380 -1.04293  0.0532
H 5.79809 10.55282 -1.52925  0.1007
H 5.61041 10.02034 -3.17608  0.3359
C 10.13930 2.95589 2.25737  -0.2961
C 9.33214 4.04740 1.58453  0.4327
O 8.42311 3.28823 0.80926  -0.2429
C 8.61229 1.96359 0.93304  0.5892
O 7.98740 1.10977 0.39019  -0.5499
O 9.55334 1.72725 1.86662  -0.3625
H 10.06587 3.08474 3.33979  0.1997
H 11.19593 2.96314 1.99007  0.2822
H 10.00267 4.74571 1.07667  0.2795
H 8.78369 4.72063 2.24562  -0.2479
C 3.54848 4.10622 -0.05074  -0.2177
C 4.66381 5.07622 -0.29627  0.7362
O 4.41721 5.50769 -1.63253  -0.2182
C 3.54662 4.64282 -2.23865  0.4985
O 3.29242 4.67952 -3.40472  -0.5807
O 3.14418 3.72282 -1.37731  -0.3750
H 2.65863 4.57264 0.37661  0.2483
H 3.82647 3.24629 0.55309  0.2423
H 5.64598 4.61167 -0.19919  -0.0038
H 4.55354 5.85656 0.45606  -0.3980
C 2.38096 9.77228 2.68850  -0.6041
O 2.94514 9.31039 3.91855  0.0594
C 2.63354 9.97161 5.00366  0.5258
O 1.84972 10.87151 5.12051  -0.5909
O 3.36952 9.43503 6.00716  -0.0920
C 3.29915 9.99690 7.28556  -0.8698
H 2.42734 10.85673 2.58760  0.3315
H 1.32679 9.49588 2.76107  0.3281
H 2.91457 9.26685 1.89094  0.0137
H 3.49183 9.26977 8.07467  0.2898
H 2.31298 10.43289 7.45477  0.3492
H 4.03204 10.78495 7.49692  0.2672
C 11.54401 7.62376 8.33325  -0.6672
O 11.71472 8.56950 7.27924  -0.3361
C 10.99218 8.34701 6.18637  0.6401
O 10.30549 7.39570 5.95189  -0.4731
O 11.10261 9.35634 5.30879  -0.0365
C 11.92967 10.47382 5.56242  -0.7896
H 11.57276 6.60348 7.94715  0.2965
H 10.59397 7.70599 8.86140  0.2721
H 12.40280 7.76199 8.98294  0.2534
H 11.59756 11.06257 6.42488  0.3146
H 11.99670 11.18303 4.74265  0.3031
H 12.93686 10.17429 5.85669  0.3108
C 6.87881 12.06437 1.05538  -0.2404
O 5.98526 12.81188 1.87662  -0.3715
C 5.80895 12.36834 3.11268  0.5309
O 6.06996 11.26838 3.54033  -0.3272
O 5.14452 13.31589 3.76699  -0.4048
C 4.61655 13.05005 5.06977  0.0322
H 6.58044 11.02931 0.88912  -0.0716
H 7.91784 12.01146 1.38061  0.3030
H 6.82069 12.59956 0.10893  0.3187
H 4.07485 12.10531 5.02483  -0.3471
H 3.77260 13.72795 5.19014  0.3207
H 5.34227 13.15802 5.86977  0.2733



Entry 3:
Formula: C5H11N6
Source: OMol25
Level of theory: ωB97M-V/def2-TZVPD

Multiplicity = 1
Structure (SMILES) = NC(N)c1[nH]cnc1NC=[NH2+]
Energy = -14297.1678 eV
HOMO level = -12.2 eV
Total charge = +1
Relative energy (zero: lowest compared OMol25 entry of this formula, charge and spin) = 29.79 kcal per mole

Each line ends with the natural charge from an NBO analysis.
Geometry (Å):
C 2.65323 1.16922 0.02450  0.1974
C 0.90459 -0.26228 -0.08779  0.0595
C 0.51146 1.03349 0.30828  0.2108
C 0.27856 -1.63199 -0.31605  0.0781
C -1.73753 1.25711 -0.26210  0.3708
N 1.58067 1.86312 0.31890  -0.4704
N 2.28063 -0.11088 -0.30209  -0.4965
N -0.74428 1.65119 0.44605  -0.5030
N 0.94073 -2.46449 0.66470  -0.8700
N -2.73590 2.06442 -0.51181  -0.7250
N -1.20798 -1.48709 -0.02011  -0.8686
H 3.62783 1.64806 -0.17539  0.2350
H 0.56649 -2.01558 -1.24480  0.2180
H -1.59042 0.24208 -0.71352  0.2858
H 2.90633 -0.89200 -0.58821  0.4465
H -0.69106 2.58603 0.63975  0.4163
H 0.80638 -2.25216 1.64732  0.3848
H 0.93190 -3.52352 0.43053  0.3920
H -2.70667 2.96651 -0.00442  0.4196
H -3.63412 1.62107 -0.89400  0.4524
H -1.64603 -2.27058 -0.34178  0.3868
H -1.29480 -1.19172 0.98204  0.3796